The following is a quantum chemistry calculation of 4 unconnected molecules or ions with the total composition C2H12O3S2 at a distorted geometry, from the OMol25 dataset.

LUMO energy (eV): 0.27
Energy (a.u.): -1105.47184
SMILES: CCSS.O.O.O

Element x y z (Å)
C  0.7729  2.6448  -2.7813
C  0.3828  1.1836  -2.5060
S  -0.8383  1.0048  -1.1510
S  0.3240  1.5352  0.4678
H  1.8408  2.7760  -2.7431
H  0.3658  2.9563  -3.7281
H  0.3816  3.2804  -1.9869
H  -0.0585  0.6843  -3.3591
H  1.2486  0.6762  -2.1065
H  -0.0229  2.8162  0.4987
O  1.6986  -3.7240  0.3397
H  1.9268  -3.1250  1.0612
H  0.7180  -3.6716  0.3878
O  -1.3803  -2.0585  0.5371
H  -2.2335  -1.6028  0.6003
H  -1.2486  -2.2774  -0.3916
O  0.0546  -1.8726  4.8897
H  -0.9066  -1.7941  4.8072
H  0.3507  -1.7385  3.9810

Forces on the atoms, in the same order (eV/Å):
C -0.56 -0.40 0.50
C 0.11 0.75 0.95
S 0.05 -0.02 -0.06
S -0.21 -0.45 -0.19
H 0.43 -0.01 -0.32
H 0.00 0.36 -0.32
H -0.12 0.11 -0.15
H 0.12 -0.21 -0.15
H 0.17 -0.55 -0.38
H -0.01 0.41 0.07
O -1.20 0.35 0.34
H 0.32 -0.07 -0.09
H 0.82 -0.24 -0.20
O -0.12 -0.11 0.23
H 0.39 -0.19 -0.21
H -0.18 0.26 0.01
O -0.35 0.09 -0.33
H 0.24 -0.06 0.18
H 0.10 -0.02 0.13